ORCA calculation (ωB97M-V/def2-TZVPD) on the molecule C6H9N in a non-equilibrium geometry.

The multiplicity is 1. The value obtained for the frontier orbital gap is 9.88 eV. The LUMO energy is 1.1 eV. Its SMILES is C[C@]12C[C@H]1[C@H]1N[C@H]12.

CARTESIAN COORDINATES (ANGSTROEM)
1 C 1.647 -0.706 0.894
2 C 0.468 -0.119 0.165
3 C 0.609 0.796 -1.041
4 C -0.260 1.200 0.113
5 C -1.657 0.396 0.125
6 N -1.818 -0.608 -0.877
7 C -0.890 -0.853 0.206
8 H 1.393 -0.930 1.936
9 H 2.520 -0.046 0.886
10 H 1.928 -1.650 0.405
11 H 1.638 1.154 -1.180
12 H 0.093 0.644 -1.988
13 H -0.671 2.065 0.571
14 H -2.534 0.716 0.707
15 H -1.423 -0.355 -1.777
16 H -1.042 -1.703 0.854



ORCA calculation (ωB97M-V/def2-TZVPD) on the molecule C6H9N in a non-equilibrium geometry.

The multiplicity is 1. The value obtained for the frontier orbital gap (spin up / spin down) is 8.64 / 8.64 eV. The LUMO energy (spin up / spin down) is 0.5 / 0.5 eV. Its SMILES is CC#CC/C=N\C.

CARTESIAN COORDINATES (ANGSTROEM)
1 C 2.815 0.534 2.177
2 C 1.791 0.144 1.216
3 C 1.014 -0.186 0.360
4 C 0.064 -0.584 -0.666
5 C -1.353 -0.473 -0.122
6 N -2.417 -0.833 -0.694
7 C -2.477 0.140 -1.804
8 H 2.747 1.600 2.413
9 H 3.805 0.342 1.750
10 H 2.728 -0.034 3.107
11 H 0.165 -1.662 -0.870
12 H 0.288 -0.077 -1.608
13 H -1.463 -0.033 0.864
14 H -1.646 0.256 -2.511
15 H -2.709 1.136 -1.372
16 H -3.352 -0.270 -2.239



ORCA calculation (ωB97M-V/def2-TZVPD) on the molecule C6H9N in a non-equilibrium geometry.

The multiplicity is 1. The value obtained for the frontier orbital gap is 8.14 eV. The LUMO energy is 1.0 eV. Its SMILES is C=C1CC=C(C)N1.

CARTESIAN COORDINATES (ANGSTROEM)
1 C 2.376 -0.937 -0.478
2 C 1.235 -0.310 -0.120
3 C 1.014 1.152 0.060
4 C -0.460 1.350 -0.015
5 C -1.028 0.131 0.061
6 C -2.472 -0.255 0.147
7 N -0.033 -0.851 0.168
8 H 3.234 -0.328 -0.751
9 H 2.635 -1.934 -0.146
10 H 1.666 1.906 -0.383
11 H 1.593 0.655 1.087
12 H -0.993 2.296 -0.056
13 H -2.697 -0.710 1.119
14 H -3.111 0.624 0.027
15 H -2.748 -0.982 -0.626
16 H -0.209 -1.807 -0.094